An isolated molecule of C4H9N in a non-equilibrium geometry, computed with ωB97M-V/def2-TZVPD.

Values from the calculation:
* ΔE to the lowest compared entry with this formula, charge and spin: 44.65 kcal per mole
* HOMO energy: -0.3427 Ha
* net charge: 0

Last column: Löwdin charge in e.
Element x y z (Å)
C1 0.60 -0.21 -0.11  -0.47
C2 -0.15 -0.04 1.20  -0.15
C3 -1.38 -0.51 0.48  -0.18
C4 -0.71 -0.24 -0.93  -0.11
H1 0.91 1.62 -1.12  0.15
H2 2.33 0.34 -1.06  0.11
H3 1.20 -1.07 -0.29  0.12
H4 0.11 -0.46 2.12  0.09
H5 -0.19 1.07 1.21  0.12
H6 -2.30 0.03 0.68  0.09
H7 -1.56 -1.52 0.82  0.10
H8 -0.80 0.78 -1.27  0.07
H9 -0.82 -0.90 -1.82  0.11
N1 1.56 0.87 -0.44  -0.03

---

A structure of composition C16H25NO3 in a non-equilibrium geometry, computed with ωB97M-V/def2-TZVPD.

Values from the calculation:
* ΔE to the lowest compared entry with this formula, charge and spin: 406.77 kcal per mole
* HOMO energy: -0.2854 Ha
* net charge: 0

Last column: Löwdin charge in e.
Element x y z (Å)
C1 1.88 4.25 1.05  -0.15
C2 3.14 3.69 0.56  -0.27
C3 3.12 2.95 -0.86  -0.09
C4 4.49 2.43 -1.18  -0.38
O1 4.80 1.56 -0.37  -0.09
C5 4.76 0.16 -0.65  -0.18
C6 3.34 -0.30 -0.58  -0.22
H1 2.75 0.20 -1.62  0.19
H2 3.34 -1.43 -1.21  0.18
C7 2.56 -0.27 0.59  -0.32
N1 1.38 -0.89 0.51  0.12
C8 0.33 0.10 0.20  -0.13
O2 0.25 1.48 0.18  -0.07
C9 -1.11 -0.62 0.26  -0.07
C10 -2.25 0.26 0.55  -0.02
C11 -3.44 -0.28 0.74  -0.04
C12 -3.81 -1.49 0.19  -0.36
C13 -2.60 -2.29 -0.26  -0.05
C14 -1.40 -1.92 -0.37  -0.10
H3 -0.46 -2.43 -0.56  0.11
H4 -2.72 -3.27 -0.86  0.14
O3 -4.84 -2.09 0.21  0.03
C15 -5.24 -3.42 -0.40  -0.18
C16 -6.70 -3.56 -0.16  -0.09
H5 -7.28 -2.84 -1.16  0.16
H6 -7.14 -4.55 -0.71  0.12
H7 -7.20 -3.28 0.77  0.07
H8 -4.74 -4.23 0.09  0.11
H9 -4.92 -3.34 -1.36  0.08
H10 -4.40 0.25 1.03  0.15
H11 -2.04 1.12 0.97  0.06
H12 1.06 -1.67 0.46  -0.01
H13 2.60 0.69 0.92  0.10
H14 3.12 -0.77 1.34  0.14
H15 5.30 -0.47 0.02  0.10
H16 5.26 -0.26 -1.72  0.18
H17 5.31 3.19 -1.27  0.16
H18 4.57 1.96 -1.94  0.02
H19 3.05 3.81 -1.57  0.15
H20 2.58 2.29 -0.77  -0.06
H21 3.53 3.01 1.47  0.12
H22 4.20 4.51 0.76  0.18
H23 2.02 4.78 2.01  0.09
H24 1.16 3.62 1.01  -0.04
H25 1.70 5.08 0.20  0.13